(1)
The following is a quantum chemistry calculation of a cluster of 3 separate species, CH9N3O2 in total in a non-equilibrium geometry, from the Open Molecules 2025 dataset.

Largest force on an atom ... 0.029 Eh/bohr
ΔE to the lowest compared entry with this formula, charge and spin ... 0.710 eV
SMILES ... N=C(N)N.O.O
Frontier orbital gap ... 9.94 eV
Charge ... 0

Geometry (Å):
N1 1.63 0.22 1.00
C1 1.11 0.68 -0.20
N2 1.99 1.14 -1.12
N3 -0.15 0.78 -0.46
H1 1.00 0.64 1.68
H2 2.59 0.31 1.32
H3 2.97 1.24 -0.93
H4 1.63 1.62 -1.91
H5 -0.70 0.57 0.37
H6 -2.68 -1.39 2.22
H7 -2.01 -0.83 0.99
O1 -1.80 -1.17 1.87
H8 -1.49 -0.52 -0.89
H9 -1.83 -1.03 -2.23
O2 -2.04 -1.21 -1.30

***

(2)
The following is a quantum chemistry calculation of a cluster of 3 separate species, CH9N3O2 in total in a non-equilibrium geometry, from the Open Molecules 2025 dataset.

Largest force on an atom ... 0.031 Eh/bohr
ΔE to the lowest compared entry with this formula, charge and spin ... 0.830 eV
SMILES ... N=C(N)N.O.O
Frontier orbital gap ... 9.70 eV
Charge ... 0

Geometry (Å):
N1 -0.03 0.70 -1.34
C1 -0.89 -0.39 -1.24
N2 -0.88 -1.17 -2.37
N3 -1.69 -0.67 -0.31
H1 0.14 0.99 -2.29
H2 0.63 1.10 -0.71
H3 -0.15 -1.13 -3.05
H4 -1.55 -1.91 -2.45
H5 -1.82 -0.09 0.50
H6 2.07 -0.77 1.72
H7 2.82 0.29 2.56
O1 2.81 -0.16 1.71
H8 -0.51 0.29 2.33
H9 -0.77 1.79 2.28
O2 -0.17 1.14 2.66

***

(3)
The following is a quantum chemistry calculation of a cluster of 3 separate species, CH9N3O2 in total in a non-equilibrium geometry, from the Open Molecules 2025 dataset.

Largest force on an atom ... 0.031 Eh/bohr
ΔE to the lowest compared entry with this formula, charge and spin ... 0.750 eV
SMILES ... N=C(N)N.O.O
Frontier orbital gap ... 9.58 eV
Charge ... 0

Geometry (Å):
N1 1.79 0.80 1.01
C1 1.19 0.77 -0.23
N2 1.58 1.77 -1.07
N3 0.30 -0.09 -0.58
H1 1.57 0.12 1.72
H2 2.63 1.34 1.04
H3 2.33 2.40 -0.87
H4 0.84 2.21 -1.59
H5 -0.36 -0.19 0.19
H6 -2.67 -1.30 1.82
H7 -1.80 -1.73 0.68
O1 -1.80 -1.68 1.67
H8 -2.22 -2.20 -1.38
H9 -1.24 -0.94 -1.30
O2 -2.14 -1.28 -1.12

***

(4)
The following is a quantum chemistry calculation of a cluster of 2 separate species, CH9N4 in total in a non-equilibrium geometry, from the Open Molecules 2025 dataset.

Largest force on an atom ... 0.064 Eh/bohr
ΔE to the lowest compared entry with this formula, charge and spin ... 2.534 eV
Frontier orbital gap ... 10.77 eV
Charge ... +1

Geometry (Å):
C1 -1.38 0.67 -0.01
N1 -2.70 0.47 0.04
N2 -0.96 -1.49 0.08
N3 -0.45 -0.23 0.08
N4 2.60 0.44 -0.01
H1 -0.96 1.71 -0.24
H2 0.57 0.13 -0.06
H3 -3.21 1.35 0.12
H4 -2.93 -0.36 0.56
H5 -1.55 -1.81 -0.67
H6 -0.33 -2.19 0.41
H7 2.60 1.11 0.71
H8 2.62 -0.53 0.28
H9 3.17 0.59 -0.80

***

(5)
The following is a quantum chemistry calculation of a structure of composition CH9N4S in a non-equilibrium geometry, from the Open Molecules 2025 dataset.

Largest force on an atom ... 0.131 Eh/bohr
ΔE to the lowest compared entry with this formula, charge and spin ... 2.561 eV
Frontier orbital gap ... 9.27 eV
Charge ... +1

Geometry (Å):
C1 -1.40 0.15 -0.44
N1 -0.49 -0.72 -0.31
N2 -1.46 1.42 -0.81
N3 3.21 -0.44 0.60
N4 -3.14 -0.29 0.28
S1 2.08 0.74 -0.21
H1 -0.86 -1.72 -0.29
H2 0.78 -0.24 -0.35
H3 -2.28 2.03 -0.81
H4 -0.61 1.76 -1.33
H5 4.11 0.13 0.50
H6 2.94 -0.59 1.50
H7 -3.03 -1.23 0.60
H8 -3.07 0.37 1.01
H9 3.21 -1.36 0.06

***

(6)
The following is a quantum chemistry calculation of the ion CH9N5OS with charge +2 in a non-equilibrium geometry, from the Open Molecules 2025 dataset.

Largest force on an atom ... 0.095 Eh/bohr
ΔE to the lowest compared entry with this formula, charge and spin ... 1.528 eV
SMILES ... N[N@@H+](S)NC(=O)N[NH3+]
Frontier orbital gap ... 9.13 eV
Charge ... +2

Geometry (Å):
C1 0.11 -0.48 0.48
N1 -0.10 0.48 -2.63
N2 -0.65 -0.97 1.57
N3 -0.59 0.46 -0.28
N4 0.08 -1.79 2.50
N5 0.20 0.99 -1.38
O1 1.25 -0.80 0.27
S1 0.11 3.02 -1.42
H1 0.60 0.76 -3.31
H2 -1.00 0.44 -3.02
H3 -1.63 -1.11 1.46
H4 -1.58 0.72 -0.44
H5 -0.20 -2.75 2.65
H6 1.17 -1.81 2.15
H7 -0.14 -1.38 3.33
H8 1.15 0.83 -1.32
H9 1.23 3.40 -0.62

***

(7)
The following is a quantum chemistry calculation of the ion CH9N6 with charge +1 in a non-equilibrium geometry, from the Open Molecules 2025 dataset.

Largest force on an atom ... 0.151 Eh/bohr
ΔE to the lowest compared entry with this formula, charge and spin ... 3.767 eV
SMILES ... N/N=[N+](\N)C(N)N
Frontier orbital gap (alpha / beta) ... 8.72 / 8.72 eV
Charge ... +1

Geometry (Å):
C1 -0.50 0.56 1.05
N1 0.23 -0.53 -2.53
N2 0.01 0.29 -1.58
N3 0.18 0.24 2.22
N4 -0.74 1.80 0.48
N5 0.37 -0.11 -0.21
N6 0.87 -1.41 -0.15
H1 -1.40 0.04 0.90
H2 -0.16 -0.29 -3.43
H3 -0.32 -0.34 2.76
H4 0.73 0.99 2.48
H5 -0.01 2.44 0.87
H6 -0.96 1.67 -0.47
H7 0.78 -1.72 0.80
H8 0.37 -1.57 -2.33
H9 0.55 -2.05 -0.85

***

(8)
The following is a quantum chemistry calculation of a cluster of 2 separate species, CH9N6 in total in a non-equilibrium geometry, from the Open Molecules 2025 dataset.

Largest force on an atom ... 0.073 Eh/bohr
ΔE to the lowest compared entry with this formula, charge and spin ... 1.357 eV
Frontier orbital gap ... 10.20 eV
Charge ... +1

Geometry (Å):
C1 -0.89 0.54 -0.02
N1 -0.64 -0.78 0.07
N2 0.16 1.41 0.02
N3 -2.15 1.02 -0.08
N4 2.87 0.31 0.01
N5 2.74 -0.88 -0.10
N6 -1.80 -1.63 0.01
H1 1.16 1.24 0.15
H2 0.13 2.39 -0.33
H3 -2.88 0.41 -0.32
H4 -2.48 1.85 0.30
H5 0.35 -0.92 0.14
H6 3.56 0.77 0.54
H7 3.51 -1.39 0.38
H8 -1.59 -2.60 0.22
H9 -2.05 -1.74 -0.98

***

(9)
The following is a quantum chemistry calculation of a structure of composition CH9NO2 in a non-equilibrium geometry, from the Open Molecules 2025 dataset.

Largest force on an atom ... 0.105 Eh/bohr
ΔE to the lowest compared entry with this formula, charge and spin ... 1.624 eV
Frontier orbital gap ... 9.11 eV
Charge ... 0

Geometry (Å):
H1 0.42 -0.44 1.12
O1 1.05 -1.19 1.85
N1 -0.43 0.05 0.30
H2 1.90 -0.77 2.18
H3 -1.31 -0.52 0.43
H4 -0.23 0.05 -0.77
C1 -0.39 1.46 0.69
H5 0.81 1.67 0.61
H6 -1.09 2.04 0.18
H7 -0.51 1.46 1.87
O2 -0.22 -0.26 -2.65
H8 -1.03 0.21 -2.73
H9 -0.17 -1.20 -2.68

***

(10)
The following is a quantum chemistry calculation of a cluster of 4 separate species, CH9NO5 in total in a non-equilibrium geometry, from the Open Molecules 2025 dataset.

Largest force on an atom ... 0.035 Eh/bohr
ΔE to the lowest compared entry with this formula, charge and spin ... 0.640 eV
SMILES ... NC(=O)O.O.O.O
Frontier orbital gap ... 11.15 eV
Charge ... 0

Geometry (Å):
N1 0.47 0.42 -2.35
C1 -0.09 1.27 -1.45
O1 0.38 1.08 -0.19
O2 -0.90 2.12 -1.73
H1 1.15 -0.29 -2.12
H2 0.11 0.43 -3.29
H3 0.33 1.86 0.38
H4 -1.84 1.18 2.28
H5 -0.76 0.55 1.43
O3 -0.88 1.21 2.13
H6 -0.96 -1.89 2.52
H7 0.37 -2.06 1.49
O4 -0.48 -1.68 1.72
H8 1.71 -1.24 0.10
H9 0.33 -1.18 -0.54
O5 1.07 -1.78 -0.40